# C32H90N6O14

10 unconnected molecules or ions with the total composition C32H90N6O14 at a distorted geometry (the ωB97M-V functional and the def2-TZVPD basis, the Open Molecules 2025 dataset).

```
142
Properties=species:S:1:pos:R:3:forces:R:3:mulliken_charge:R:1
C 4.925 -4.808 -0.965 -0.20 0.14 -0.26 -0.757
O 4.037 -4.343 0.027 -0.25 -0.36 0.04 -0.319
C 3.895 -2.932 0.080 0.41 -0.34 -0.02 -0.179
C 3.071 -2.361 -1.090 -0.77 -0.52 0.36 0.478
C 3.502 -1.000 -1.575 -1.13 1.34 -0.36 -1.612
N 1.628 -2.369 -0.813 -0.74 -0.13 -0.10 -0.226
H 4.826 -4.195 -1.866 0.25 -0.05 -0.07 0.340
H 4.653 -5.827 -1.239 -0.08 -0.01 0.15 0.247
H 5.966 -4.814 -0.627 0.00 0.19 0.06 0.279
H 3.366 -2.776 1.022 0.00 0.36 -0.09 -0.203
H 4.896 -2.486 0.175 -0.09 0.18 -0.19 0.378
H 3.053 -3.064 -1.927 0.89 0.05 -0.06 0.457
H 4.438 -0.902 -2.122 0.26 -0.32 0.38 0.476
H 3.395 -0.217 -0.813 0.62 -0.31 0.39 0.257
H 2.727 -0.626 -2.256 0.09 -0.45 -0.28 0.236
H 1.251 -3.293 -0.977 0.01 0.00 -0.02 0.262
H 1.277 -2.072 0.091 0.63 0.31 0.13 -0.170
C -4.498 2.318 2.746 -0.69 0.27 0.96 -0.468
O -4.291 0.935 2.955 0.25 0.04 -0.29 -0.424
C -4.289 0.194 1.743 0.43 0.21 -0.22 -0.047
C -3.917 -1.251 2.067 -0.50 0.60 0.18 0.947
C -3.924 -2.103 0.800 0.27 0.70 -0.15 -1.006
N -4.840 -1.785 3.072 -0.04 -0.49 0.64 -0.714
H -4.109 2.690 1.800 0.05 -0.18 0.07 -0.056
H -4.059 2.881 3.574 0.37 -0.23 -0.10 0.226
H -5.566 2.548 2.859 -0.04 -0.05 -0.56 0.345
H -5.248 0.240 1.205 -0.29 -0.08 0.39 0.542
H -3.583 0.668 1.047 0.25 -0.26 0.01 -0.231
H -2.936 -1.208 2.546 0.20 -0.17 -0.26 -0.314
H -3.520 -3.100 0.960 -0.33 -0.12 0.15 0.371
H -3.312 -1.643 0.017 0.10 0.13 0.11 -0.159
H -4.942 -2.110 0.408 -0.04 -0.41 0.06 0.331
H -5.680 -1.235 3.215 0.00 0.13 -0.54 0.312
H -4.415 -1.755 3.991 0.15 -0.15 -0.10 0.327
C 0.499 -0.688 2.973 -0.27 -1.04 0.76 -0.422
O 0.865 -0.308 1.681 0.09 0.81 -0.15 -0.194
C -0.206 0.368 1.035 0.19 0.00 -0.28 -0.026
C 0.166 0.914 -0.354 -0.97 0.44 0.54 0.711
C 0.969 2.217 -0.270 1.04 -0.79 -0.45 -1.199
N -1.120 1.202 -0.999 -0.45 0.01 -0.54 0.640
H 0.205 0.081 3.697 0.34 0.57 -0.49 -0.034
H 1.336 -1.237 3.405 -0.02 -0.01 -0.02 0.295
H -0.380 -1.352 2.959 0.12 -0.18 -0.20 0.182
H -1.041 -0.337 0.945 -0.09 0.12 -0.14 -0.171
H -0.531 1.229 1.634 -0.09 -0.10 0.15 -0.312
H 0.597 0.119 -0.963 0.52 0.10 0.19 0.356
H 1.232 2.525 -1.285 -0.31 0.22 -0.03 -0.015
H 1.947 2.108 0.214 -0.21 -0.12 0.27 0.326
H 0.395 2.997 0.232 -0.05 0.01 0.03 0.291
H -1.007 1.172 -2.009 -0.03 -0.28 0.06 -0.373
H -1.439 2.151 -0.830 0.14 -0.02 0.37 -0.052
C 8.131 2.599 -2.360 0.26 -0.69 1.21 -0.773
O 7.129 2.752 -3.319 0.22 0.54 0.02 -0.347
C 5.853 2.486 -2.815 -1.03 -0.36 0.44 -0.554
C 4.804 2.943 -3.824 0.64 -0.34 -1.10 0.827
C 3.428 2.427 -3.507 -0.25 -0.59 1.44 -0.808
N 5.183 2.384 -5.157 0.29 0.73 0.54 -0.802
H 8.104 3.284 -1.499 -0.38 0.53 -0.44 0.295
H 9.119 2.679 -2.801 -0.09 -0.05 -0.32 0.279
H 8.030 1.630 -1.847 0.19 -0.22 -0.40 0.303
H 5.705 1.418 -2.587 0.27 -0.10 -0.33 0.173
H 5.666 2.977 -1.848 0.19 0.31 -0.10 0.350
H 4.862 4.039 -3.849 -0.28 0.00 0.08 0.201
H 3.474 1.362 -3.254 0.21 -0.07 -0.39 -0.024
H 2.696 2.510 -4.307 0.07 0.38 -0.04 0.221
H 3.052 2.842 -2.564 -0.19 0.42 -0.34 0.171
H 6.151 2.679 -5.290 -0.09 -0.29 -0.22 0.292
H 4.654 2.908 -5.850 -0.03 -0.20 -0.07 0.254
C -4.168 3.563 -0.614 0.50 1.00 0.37 -0.390
O -4.829 3.015 -1.715 0.43 0.48 -0.16 -0.460
C -4.889 1.615 -1.767 -1.43 -0.43 -0.04 1.201
C -5.985 1.217 -2.786 0.24 -2.12 0.03 0.090
C -6.573 -0.132 -2.308 -0.20 0.46 0.67 -1.193
N -5.457 0.909 -4.140 0.43 0.95 0.70 -0.803
H -3.289 3.014 -0.264 -0.15 -0.40 -0.12 -0.221
H -4.813 3.775 0.244 -0.35 -0.52 -0.03 0.391
H -3.790 4.563 -0.851 -0.03 -0.09 -0.49 0.414
H -3.943 1.130 -2.043 0.13 0.25 0.00 -0.210
H -5.207 1.195 -0.802 0.19 0.27 0.12 -0.526
H -6.833 1.902 -2.757 0.41 0.55 -0.38 0.313
H -7.148 0.033 -1.388 0.19 -0.14 0.03 0.421
H -5.762 -0.833 -2.097 -0.06 -0.12 -0.03 0.054
H -7.268 -0.583 -3.014 0.18 0.11 -0.29 0.386
H -4.881 0.078 -3.982 -0.27 0.03 -0.36 0.287
H -4.733 1.607 -4.337 -0.35 0.08 -0.33 0.324
C 1.457 -8.869 4.822 -0.25 0.43 -0.36 -0.710
O 0.817 -7.736 4.258 0.01 0.16 0.27 -0.344
C 1.470 -6.511 4.549 -0.13 -0.88 -0.22 -0.960
C 1.771 -5.682 3.305 0.31 1.70 0.65 0.599
C 2.108 -4.256 3.847 0.45 -0.70 -0.75 -0.860
N 0.757 -5.612 2.254 -0.62 0.61 0.18 -0.680
H 2.475 -8.920 4.422 0.02 -0.36 0.08 0.331
H 0.851 -9.718 4.515 0.25 -0.16 -0.02 0.229
H 1.499 -8.846 5.916 -0.04 0.13 0.01 0.295
H 0.909 -5.952 5.306 -0.32 0.10 -0.20 0.289
H 2.431 -6.736 5.026 0.10 0.16 -0.05 0.435
H 2.712 -6.028 2.874 -0.20 -0.30 -0.24 0.228
H 1.269 -3.697 4.263 -0.17 -0.36 0.21 0.379
H 2.450 -3.682 2.982 0.31 0.14 0.22 -0.219
H 2.908 -4.385 4.579 0.00 0.53 0.05 0.486
H 1.092 -4.964 1.539 0.52 -0.51 -0.14 0.289
H 0.005 -5.014 2.612 -0.23 -0.63 0.24 0.286
O -2.205 3.089 -6.109 0.67 0.39 -0.16 -0.468
C -0.991 3.389 -5.435 1.09 0.35 0.00 -0.833
C -1.098 2.918 -4.016 -1.34 -1.06 0.67 0.100
O -0.975 1.469 -3.941 0.44 0.74 -0.46 -0.451
H -2.139 3.570 -6.942 -0.39 -0.24 -0.07 0.276
H -0.104 2.919 -5.898 -0.30 -0.48 -0.09 0.373
H -0.685 4.439 -5.520 -0.65 0.21 0.36 0.452
H -2.129 3.091 -3.682 0.08 0.41 -0.05 0.019
H -0.453 3.366 -3.260 0.42 0.13 -0.44 0.213
H -0.773 1.198 -4.842 -0.06 -0.41 0.13 0.241
O 2.735 2.922 4.366 -0.48 0.08 -0.36 -0.594
C 2.867 3.135 2.959 0.10 -0.10 0.33 0.223
C 3.139 4.586 2.664 0.36 1.43 -0.99 -0.525
O 1.881 5.270 2.551 -0.57 -0.78 0.55 -0.494
H 2.013 3.490 4.665 0.07 -0.11 0.15 0.333
H 3.665 2.461 2.653 0.18 0.27 -0.11 0.438
H 1.979 2.838 2.383 -0.05 -0.06 0.26 -0.253
H 3.665 4.786 1.722 0.12 -0.65 -0.01 0.331
H 3.748 5.070 3.433 -0.05 -0.34 0.25 0.310
H 1.937 6.171 2.231 0.37 0.07 0.01 0.245
O -2.450 -4.009 -3.345 -0.27 0.13 -0.57 -0.574
C -2.841 -3.021 -2.381 1.15 -1.21 0.31 -0.526
C -2.582 -1.674 -3.012 -1.01 -0.56 -0.25 0.499
O -3.531 -1.306 -4.012 -0.21 -0.10 0.16 -0.544
H -2.752 -4.887 -3.100 -0.10 0.05 0.18 0.330
H -3.824 -3.250 -1.965 -0.28 0.55 -0.38 0.376
H -2.142 -3.149 -1.541 -0.07 0.41 0.09 0.244
H -1.619 -1.741 -3.516 0.42 0.30 0.57 0.285
H -2.668 -0.936 -2.217 0.47 0.36 -0.21 -0.412
H -3.584 -1.992 -4.686 0.14 -0.11 0.11 0.279
O -0.826 4.367 2.844 0.61 -0.44 0.45 -0.512
C -1.191 3.956 4.170 -1.16 0.19 -1.32 -0.597
C -1.251 2.444 4.236 0.51 -0.50 1.29 0.757
O -1.736 2.019 5.519 0.03 0.40 0.12 -0.672
H 0.136 4.266 2.773 -0.16 0.38 -0.27 0.140
H -0.493 4.329 4.923 -0.15 0.13 0.09 0.308
H -2.182 4.406 4.263 0.08 -0.10 0.66 0.327
H -0.189 2.155 4.195 -0.18 -0.45 -0.54 -0.046
H -1.872 1.924 3.508 0.29 0.54 -0.62 -0.104
H -2.203 1.189 5.403 -0.05 0.01 -0.02 0.367
```
Positions in Å, forces in eV/Å.

Summary:
HOMO level (eV): -8.76
HOMO-LUMO gap (eV): 9.0
Energy (Eh): -2654.85380
E_LUMO (eV): 0.220
ΔE to the lowest compared entry with this formula, charge and spin (kJ/mol): 153.2